(1)
Below is a molecular structure, C27H72BF4N10O11Zn in a non-equilibrium geometry, with properties calculated with ωB97M-V with the def2-TZVPD basis set.

Atoms and positions in Å:
Zn1 1.5295 2.4521 2.3711
B1 -0.4737 0.6087 0.4777
F1 -0.0727 0.1762 -0.7461
F2 0.5476 1.4408 0.9780
F3 -1.5907 1.4284 0.3902
F4 -0.6547 -0.4614 1.4033
C1 -1.3228 1.9424 3.7825
O1 -0.1822 2.1687 3.4516
N1 -2.0688 0.9736 3.2543
N2 -1.8951 2.5927 4.6800
H1 -3.0129 0.9632 3.6130
H2 -1.7968 0.4701 2.4220
H3 -1.1847 3.2273 5.0157
H4 -2.7280 2.1631 5.0566
C2 2.0053 -0.5432 3.6312
O2 2.0833 0.5786 3.0655
N3 2.9549 -1.1493 4.2625
N4 0.8685 -1.1738 3.4815
H5 3.9139 -0.8326 4.2734
H6 2.6051 -1.9569 4.7580
H7 0.7286 -2.1078 3.8394
H8 0.1670 -0.6893 2.9399
C3 0.4462 5.4236 1.5862
O3 0.6356 4.1703 1.7458
N5 0.5113 6.3432 2.4962
N6 0.3407 5.8952 0.4141
H9 0.2376 7.2676 2.1950
H10 0.6589 6.1308 3.4725
H11 0.3681 5.2832 -0.3889
H12 0.3091 6.8936 0.2647
C4 -9.1174 -1.5959 2.8761
O4 -8.0549 -2.4955 2.4701
C5 -8.5864 -3.6537 1.7697
C6 -7.5244 -4.7404 1.5168
N7 -6.4138 -4.1726 0.7285
C7 -5.3219 -5.0942 0.6606
C8 -4.0553 -4.3859 0.0886
O5 -3.4214 -3.7460 1.1732
C9 -2.1913 -3.0410 0.8939
H13 -8.7713 -0.5796 2.6880
H14 -9.5292 -1.7099 3.8788
H15 -10.0406 -1.7390 2.3146
H16 -8.8992 -3.1979 0.8304
H17 -9.4115 -4.0352 2.3712
H18 -7.8797 -5.5514 0.8811
H19 -7.0588 -5.1325 2.4210
H20 -6.0380 -3.2996 1.0700
H21 -5.5393 -5.9806 0.0647
H22 -5.0679 -5.5580 1.6138
H23 -4.3510 -3.5977 -0.6038
H24 -3.3380 -5.0789 -0.3511
H25 -1.4222 -3.7433 0.5724
H26 -1.8991 -2.4606 1.7690
H27 -2.3630 -2.1940 0.2296
C10 1.9092 -10.4663 -2.7326
O6 2.0846 -9.2922 -3.5493
C11 3.1477 -8.4323 -3.3022
C12 2.7919 -7.0242 -3.8233
N8 1.6030 -6.3798 -3.4473
C13 1.4406 -6.0117 -1.9674
C14 0.7948 -4.6381 -1.8863
O7 1.6770 -3.6752 -2.3881
C15 1.0912 -2.4429 -2.7500
H28 1.5011 -10.2903 -1.7373
H29 2.8435 -11.0264 -2.6949
H30 1.1685 -11.1887 -3.0756
H31 4.0770 -8.8810 -3.6531
H32 3.2723 -8.5738 -2.2287
H33 2.7350 -6.9646 -4.9102
H34 3.7589 -6.5364 -3.7010
H35 1.4963 -5.4892 -3.9117
H36 2.1987 -6.1449 -1.1956
H37 0.6775 -6.6933 -1.5917
H38 0.7936 -4.5464 -0.8001
H39 -0.1873 -4.7373 -2.3487
H40 1.8542 -1.8632 -3.2696
H41 0.8214 -1.9479 -1.8171
H42 0.2297 -2.4815 -3.4167
C16 2.3904 7.2609 -4.9698
O8 2.6072 7.2734 -3.5568
C17 2.8251 5.9836 -2.9101
C18 2.0625 4.7025 -3.3208
N9 0.7626 4.6399 -2.6086
C19 -0.1284 3.6009 -3.1699
C20 -1.4520 3.4189 -2.4073
O9 -2.3364 4.5350 -2.4981
C21 -3.4077 4.5352 -1.5575
H43 2.2974 8.3215 -5.2030
H44 1.4042 6.8372 -5.1600
H45 3.0739 6.8187 -5.6946
H46 2.8536 6.1182 -1.8288
H47 3.8714 5.6927 -3.0033
H48 2.7236 3.8596 -3.1192
H49 1.9685 4.5392 -4.3944
H50 0.2516 5.5109 -2.6306
H51 0.3496 2.6220 -3.1331
H52 -0.4135 3.8125 -4.2005
H53 -1.2200 3.0318 -1.4151
H54 -2.0001 2.6103 -2.8910
H55 -3.9853 3.6160 -1.6559
H56 -4.1753 5.2644 -1.8166
H57 -2.9476 4.7452 -0.5919
C22 2.6252 3.0749 5.3065
O10 2.6159 3.2303 3.8581
C23 3.9638 3.1185 3.3524
C24 4.0158 3.3475 1.8313
N10 3.1610 2.4432 1.1231
C25 2.8714 2.7217 -0.2681
C26 3.3681 1.5597 -1.1435
O11 4.7971 1.2863 -1.0142
C27 5.6209 2.1726 -1.7240
H58 2.9258 4.0701 5.6342
H59 3.3797 2.3867 5.6876
H60 1.7022 2.6858 5.7363
H61 4.3481 2.1086 3.4955
H62 4.6024 3.8112 3.9006
H63 5.0691 3.4509 1.5706
H64 3.7486 4.3154 1.4071
H65 3.7448 1.6387 0.9441
H66 3.2823 3.6904 -0.5524
H67 1.7940 2.8039 -0.4114
H68 3.1542 1.8144 -2.1816
H69 2.8080 0.6523 -0.9175
H70 6.6529 1.8379 -1.6183
H71 5.6084 3.2203 -1.4233
H72 5.3522 2.0400 -2.7720

**<S²>**: 0.750
**Multiplicity**: 2
**HOMO energy (alpha / beta)**: -0.0739 / -0.3161 hartree
**Total energy**: -126553.241 eV

(2)
Below is 7 unconnected molecules or ions with the total composition C27H72N4O3 in a non-equilibrium geometry, with properties calculated with ωB97M-V with the def2-TZVPD basis set.

Atoms and positions in Å:
C1 0.9880 -7.8638 -1.6889
C2 1.8302 -6.8144 -2.5177
N1 0.9447 -5.8860 -3.2669
C3 1.7570 -4.7373 -3.7978
C4 0.9187 -3.5206 -4.2314
C5 0.1663 -6.6174 -4.2878
C6 0.9926 -7.5427 -5.2165
H1 0.3381 -7.4004 -0.9467
H2 1.7017 -8.4322 -1.0924
H3 0.4045 -8.5389 -2.3149
H4 2.3771 -6.1536 -1.8452
H5 2.4934 -7.3491 -3.1977
H6 2.5198 -4.3957 -3.0980
H7 2.3567 -5.1437 -4.6122
H8 0.3857 -3.6690 -5.1706
H9 0.2465 -3.1307 -3.4671
H10 1.5682 -2.6756 -4.4601
H11 -0.5705 -5.9996 -4.8011
H12 -0.5718 -7.2508 -3.7957
H13 1.8992 -7.0378 -5.5501
H14 0.4615 -8.0786 -6.0032
H15 1.5044 -8.2793 -4.5972
C7 5.2227 1.3313 2.7129
C8 3.9166 1.1831 3.5111
N2 2.9620 0.1192 2.9528
C9 2.5434 0.2628 1.5488
C10 1.7298 1.5825 1.5162
C11 3.5942 -1.1709 3.0201
C12 3.8807 -1.6812 4.3933
H16 5.8417 0.4441 2.8463
H17 5.6345 2.2601 3.1078
H18 4.9378 1.4208 1.6646
H19 4.0665 0.9149 4.5568
H20 3.4488 2.1574 3.3698
H21 3.4021 0.3412 0.8820
H22 1.9689 -0.5734 1.1502
H23 1.3950 1.9776 2.4753
H24 2.2718 2.3861 1.0177
H25 0.8693 1.3764 0.8795
H26 4.5123 -1.2802 2.4428
H27 2.7689 -1.7659 2.6293
H28 3.2958 -1.3253 5.2414
H29 4.9187 -1.6363 4.7229
H30 3.6225 -2.7400 4.4124
C13 -0.7514 3.7813 -1.7462
C14 -1.1520 5.1685 -1.2211
N3 -0.1152 5.7572 -0.4006
C15 -0.1107 7.1819 -0.3741
C16 -1.3842 7.7869 0.1685
C17 0.0237 5.1662 0.9269
C18 1.2555 5.4237 1.6615
H31 0.2407 3.7897 -2.1977
H32 -1.5335 3.5239 -2.4605
H33 -0.6752 3.0562 -0.9358
H34 -1.4053 5.7663 -2.0967
H35 -2.1222 5.2808 -0.7372
H36 0.8767 7.5394 -0.0818
H37 -0.1712 7.6198 -1.3705
H38 -1.3661 8.8765 0.1937
H39 -2.2612 7.6328 -0.4600
H40 -1.6290 7.3521 1.1376
H41 -0.1681 4.0935 0.9519
H42 -0.7660 5.5119 1.5941
H43 1.3384 6.4797 1.9185
H44 2.1889 5.1540 1.1672
H45 1.1142 4.8153 2.5547
C19 -2.4549 -0.1661 4.2203
C20 -3.6747 0.6967 3.8793
N4 -3.5110 1.7094 2.7877
C21 -2.5004 2.7660 3.0615
C22 -2.6825 3.5881 4.3686
C23 -3.5586 1.1759 1.3827
C24 -3.6538 2.1451 0.1680
H46 -1.6191 0.4861 4.4736
H47 -2.0969 -0.7577 3.3777
H48 -2.7928 -0.9579 4.8888
H49 -4.5265 0.0929 3.5664
H50 -4.0863 1.1897 4.7600
H51 -2.3186 3.4534 2.2353
H52 -1.5262 2.2849 3.1477
H53 -2.2889 4.5982 4.2551
H54 -2.1568 3.1008 5.1897
H55 -3.7031 3.8455 4.6519
H56 -2.7178 0.5423 1.1003
H57 -4.3934 0.4778 1.4454
H58 -4.5714 2.6839 -0.0683
H59 -2.9978 3.0150 0.2020
H60 -3.5008 1.6404 -0.7859
C25 -0.4568 -4.9170 -0.0684
O1 -0.8152 -4.4504 -1.3459
H61 -0.7269 -4.0895 0.5877
H62 -1.1700 -5.7122 0.1488
H63 0.5488 -5.2612 0.1729
H64 -0.3452 -4.9506 -2.0171
C26 -3.1178 0.3023 -5.2049
O2 -2.2439 0.6446 -4.1235
H65 -4.0603 -0.1139 -4.8492
H66 -3.2929 1.0954 -5.9319
H67 -2.6157 -0.4544 -5.8078
H68 -1.9148 -0.1558 -3.7081
C27 -0.7116 -0.6197 -1.4792
O3 -1.8144 -1.2866 -2.1402
H69 0.3152 -0.9307 -1.6718
H70 -0.8164 0.4458 -1.6841
H71 -0.6580 -0.7416 -0.3974
H72 -1.7144 -2.2391 -2.0750

**Energy above the lowest of the compared OMol25 structures with the same formula, charge and spin**: 13.8 kcal/mol
**Multiplicity**: 1
**HOMO energy**: -0.2854 hartree
**Total energy**: -41264.417 eV
**SMILES**: CCN(CC)CC.CCN(CC)CC.CCN(CC)CC.CCN(CC)CC.CO.CO.CO

Among the records above, which one has the highest total energy?
C27H72N4O3

Which formula does entry 1 have?
C27H72BF4N10O11Zn